{"formula": "C32H37Cl3GeKN4O3", "method": "ωB97M-V with the def2-TZVPD basis set", "charge": -2, "s2": 0.84, "multiplicity": 2, "de_lowest_kj_mol": 2169.1, "elements": ["K", "C", "C", "C", "N", "C", "C", "C", "C", "C", "C", "C", "N", "C", "C", "C", "N", "C", "C", "C", "C", "C", "C", "C", "N", "C", "C", "H", "H", "H", "H", "H", "H", "H", "H", "H", "H", "H", "H", "H", "H", "H", "H", "H", "H", "H", "H", "H", "H", "H", "H", "H", "H", "Cl", "Ge", "Cl", "Cl", "C", "C", "O", "O", "H", "H", "H", "C", "C", "O", "C", "C", "C", "C", "C", "C", "H", "H", "H", "H", "H", "H", "H", "H"], "coordinates": [[0.160, -0.649, -0.177], [1.337, -2.650, -2.689], [0.181, -2.862, -3.571], [-1.209, -2.890, -2.883], [-1.585, -1.674, -2.190], [-2.120, -0.723, -2.903], [-2.215, -0.729, -4.339], [-2.950, 0.037, -5.228], [-3.970, 0.953, -5.021], [-4.448, 1.308, -3.752], [-3.920, 1.061, -2.515], [-2.660, 0.454, -2.111], [-2.026, 0.756, -1.032], [-2.505, 1.837, -0.194], [-1.965, 3.217, -0.601], [-0.727, 3.634, 0.192], [0.403, 2.750, 0.012], [1.380, 3.156, -0.714], [1.380, 4.356, -1.537], [2.415, 5.197, -1.847], [3.765, 5.146, -1.471], [4.372, 4.058, -0.850], [3.886, 2.795, -0.576], [2.571, 2.246, -0.794], [2.311, 0.993, -0.985], [3.457, 0.115, -1.068], [3.233, -1.263, -1.576], [3.632, -3.055, -0.726], [1.464, -2.357, -0.592], [0.310, -3.801, -4.132], [0.226, -2.054, -4.307], [-1.173, -3.701, -2.149], [-1.959, -3.168, -3.641], [-1.573, -1.447, -4.830], [-2.720, -0.167, -6.273], [-4.468, 1.369, -5.889], [-5.371, 1.886, -3.743], [-4.500, 1.460, -1.693], [-2.169, 1.629, 0.827], [-3.598, 1.877, -0.145], [-2.737, 3.976, -0.428], [-1.755, 3.212, -1.674], [-0.997, 3.599, 1.258], [-0.485, 4.681, -0.032], [0.409, 4.628, -1.935], [2.132, 6.060, -2.448], [4.387, 6.000, -1.714], [5.420, 4.199, -0.591], [4.605, 2.101, -0.156], [3.960, 0.028, -0.093], [4.209, 0.519, -1.767], [2.136, -4.462, -1.650], [3.539, -3.143, -2.583], [2.174, -5.692, -1.290], [2.022, -3.651, 0.839], [4.270, -4.044, 1.406], [2.538, -2.726, -1.705], [1.773, -3.206, 3.846], [1.953, -1.864, 3.150], [2.053, -0.862, 3.843], [1.955, -1.829, 1.841], [2.569, -3.900, 3.574], [0.817, -3.652, 3.562], [1.786, -3.043, 4.921], [-0.317, 0.902, 2.936], [-1.086, -0.384, 2.891], [-1.347, -0.959, 1.856], [-1.536, -1.015, 4.185], [-2.095, -2.289, 4.134], [-2.521, -2.915, 5.293], [-2.397, -2.269, 6.517], [-1.836, -1.002, 6.576], [-1.402, -0.379, 5.415], [-0.126, 1.309, 1.940], [0.644, 0.675, 3.405], [-0.842, 1.637, 3.550], [-2.183, -2.769, 3.168], [-2.949, -3.909, 5.244], [-2.731, -2.758, 7.425], [-1.726, -0.501, 7.530], [-0.939, 0.596, 5.470]]}


{"formula": "C32H37CsN7O5S", "method": "ωB97M-V with the def2-TZVPD basis set", "charge": -1, "de_lowest_kj_mol": 39.1, "elements": ["Cs", "C", "O", "C", "C", "O", "C", "C", "O", "C", "H", "H", "H", "H", "H", "H", "H", "H", "H", "H", "H", "H", "H", "H", "C", "C", "N", "C", "S", "N", "N", "C", "C", "C", "C", "C", "C", "C", "N", "H", "H", "H", "H", "H", "H", "H", "H", "H", "H", "H", "H", "H", "N", "C", "C", "C", "C", "C", "C", "C", "C", "C", "C", "C", "C", "N", "C", "C", "C", "C", "N", "H", "H", "H", "H", "H", "H", "H", "H", "H", "H", "O", "O"], "coordinates": [[1.601, 0.487, 0.590], [-0.363, -2.523, -2.925], [-1.478, -1.680, -2.707], [-2.673, -2.375, -2.447], [-2.816, -2.812, -1.005], [-3.132, -1.686, -0.218], [-3.299, -1.997, 1.151], [-1.995, -2.276, 1.891], [-1.725, -1.219, 2.780], [-0.528, -1.443, 3.503], [-0.529, -3.158, -3.806], [0.500, -1.880, -3.086], [-0.144, -3.153, -2.060], [-3.490, -1.688, -2.677], [-2.760, -3.249, -3.107], [-3.615, -3.565, -0.923], [-1.884, -3.283, -0.666], [-3.763, -1.125, 1.610], [-3.989, -2.847, 1.245], [-2.042, -3.225, 2.446], [-1.183, -2.367, 1.156], [-0.629, -2.329, 4.145], [0.309, -1.606, 2.818], [-0.321, -0.556, 4.092], [0.306, 6.698, 3.290], [1.138, 5.426, 3.243], [0.320, 4.229, 3.177], [-0.095, 3.754, 1.989], [-0.718, 2.097, 2.005], [-0.049, 4.491, 0.916], [-0.253, 3.722, -0.212], [-0.406, 4.378, -1.297], [-0.457, 5.878, -1.360], [-0.422, 3.573, -2.550], [0.105, 4.107, -3.727], [0.166, 3.310, -4.859], [-0.313, 2.014, -4.787], [-0.837, 1.575, -3.577], [-0.893, 2.326, -2.484], [0.952, 7.578, 3.337], [-0.348, 6.702, 4.164], [-0.311, 6.770, 2.395], [1.762, 5.342, 4.134], [1.799, 5.453, 2.373], [0.475, 3.492, 3.853], [-1.063, 6.255, -0.538], [-0.874, 6.221, -2.306], [0.540, 6.310, -1.235], [0.486, 5.119, -3.743], [0.592, 3.695, -5.777], [-0.272, 1.345, -5.636], [-1.211, 0.563, -3.471], [8.652, -5.811, -4.934], [7.820, -5.194, -4.434], [6.779, -4.422, -3.810], [7.080, -3.198, -3.218], [6.071, -2.457, -2.627], [4.762, -2.931, -2.601], [4.476, -4.162, -3.187], [5.471, -4.904, -3.798], [3.674, -2.131, -1.959], [3.039, -2.764, -0.873], [3.529, -3.942, -0.223], [2.613, -4.263, 0.747], [1.592, -3.280, 0.640], [1.833, -2.382, -0.301], [3.441, -0.884, -2.545], [3.958, -0.449, -3.813], [3.464, 0.812, -4.022], [2.680, 1.111, -2.867], [2.654, 0.121, -1.999], [8.098, -2.833, -3.227], [6.291, -1.500, -2.173], [3.459, -4.530, -3.161], [5.245, -5.854, -4.262], [4.455, -4.453, -0.435], [2.651, -5.083, 1.448], [0.687, -3.236, 1.230], [4.581, -1.020, -4.483], [3.622, 1.450, -4.877], [2.143, 2.033, -2.673], [1.416, 1.394, 3.164], [-0.024, 1.595, 3.391]]}


{"formula": "C32H37InN3O3P2", "method": "ωB97M-V with the def2-TZVPD basis set", "charge": 3, "e_tot_ha": -2503.5687, "elements": ["In", "C", "N", "C", "C", "O", "C", "O", "C", "C", "O", "N", "C", "C", "H", "H", "H", "H", "H", "H", "H", "H", "H", "H", "H", "H", "H", "H", "H", "H", "N", "P", "C", "C", "C", "C", "C", "C", "C", "C", "C", "C", "C", "C", "P", "C", "C", "C", "C", "C", "C", "C", "C", "C", "C", "C", "C", "H", "H", "H", "H", "H", "H", "H", "H", "H", "H", "H", "H", "H", "H", "H", "H", "H", "H", "H", "H", "H"], "coordinates": [[-15.392, -10.586, 3.694], [-20.483, -9.201, 2.254], [-19.162, -8.919, 2.893], [-19.072, -7.594, 3.563], [-18.102, -9.630, 2.725], [-16.948, -9.271, 3.208], [-18.181, -10.930, 1.845], [-16.850, -11.452, 1.728], [-16.173, -11.202, 0.535], [-14.733, -10.760, 0.742], [-14.290, -10.604, 1.927], [-14.003, -10.653, -0.342], [-14.487, -10.741, -1.761], [-12.585, -10.315, -0.190], [-20.769, -8.430, 1.544], [-21.255, -9.218, 3.018], [-20.520, -10.174, 1.822], [-19.963, -6.985, 3.391], [-18.237, -7.003, 3.192], [-18.985, -7.670, 4.647], [-18.582, -10.582, 0.876], [-18.882, -11.698, 2.267], [-16.709, -10.403, -0.010], [-16.221, -12.042, -0.106], [-15.107, -11.647, -1.957], [-13.598, -10.784, -2.404], [-15.154, -9.904, -1.985], [-12.279, -10.298, 0.848], [-12.328, -9.353, -0.610], [-11.994, -11.055, -0.718], [-13.991, -10.997, 6.484], [-15.244, -11.949, 5.980], [-14.893, -13.668, 6.312], [-14.229, -14.140, 7.433], [-14.164, -15.517, 7.646], [-14.796, -16.408, 6.775], [-15.483, -15.931, 5.657], [-15.527, -14.561, 5.432], [-16.697, -11.469, 6.857], [-17.894, -11.621, 6.149], [-19.097, -11.350, 6.752], [-19.099, -10.843, 8.035], [-17.921, -10.736, 8.787], [-16.702, -11.053, 8.179], [-13.936, -9.446, 5.777], [-14.835, -8.387, 6.889], [-16.163, -8.074, 6.618], [-16.917, -7.266, 7.477], [-16.307, -6.754, 8.617], [-15.002, -7.089, 8.930], [-14.257, -7.937, 8.081], [-12.221, -8.988, 5.707], [-11.280, -9.950, 5.273], [-9.965, -9.608, 5.048], [-9.566, -8.298, 5.154], [-10.469, -7.322, 5.562], [-11.806, -7.678, 5.826], [-13.264, -11.340, 7.106], [-13.722, -13.459, 8.094], [-13.645, -15.937, 8.515], [-14.748, -17.443, 6.932], [-15.945, -16.613, 4.982], [-16.080, -14.166, 4.553], [-17.892, -11.931, 5.102], [-20.044, -11.461, 6.253], [-20.052, -10.579, 8.460], [-17.994, -10.370, 9.788], [-15.790, -10.934, 8.758], [-16.621, -8.407, 5.681], [-17.921, -6.928, 7.206], [-16.814, -6.067, 9.246], [-14.544, -6.692, 9.847], [-13.220, -8.131, 8.289], [-11.632, -10.954, 5.153], [-9.276, -10.387, 4.814], [-8.534, -8.057, 4.900], [-10.189, -6.296, 5.644], [-12.535, -6.918, 6.071]]}